The following is a DFT calculation (ωB97M-V/def2-TZVPD) of a structure of composition C15H26ClNa2O19 at a distorted geometry.

CARTESIAN COORDINATES (ANGSTROEM)
Na1 -2.501 3.067 -1.949
Na2 0.420 4.097 3.845
Cl1 0.260 2.245 0.834
O1 0.622 0.989 0.256
O2 -0.790 2.025 1.820
O3 1.355 2.855 1.508
O4 -0.222 3.142 -0.173
C1 -1.869 -1.099 2.068
C2 -2.466 -1.222 0.646
O5 -3.689 -1.887 0.878
C3 -4.017 -1.794 2.185
O6 -5.012 -2.247 2.622
O7 -3.058 -1.129 2.858
H1 -1.384 -0.128 2.109
H2 -1.217 -1.918 2.366
H3 -1.743 -1.786 0.062
H4 -2.709 -0.227 0.272
C4 4.071 1.052 -0.715
C5 3.763 0.785 0.766
O8 4.890 1.334 1.433
C6 5.581 2.144 0.614
O9 6.516 2.776 0.971
O10 5.053 2.084 -0.630
H5 3.175 1.479 -1.162
H6 4.507 0.235 -1.287
H7 3.570 -0.248 1.037
H8 2.935 1.438 1.057
C7 1.278 0.173 3.295
O11 0.196 -0.196 4.121
C8 -0.470 0.726 4.783
O12 -0.134 1.884 4.926
O13 -1.527 0.173 5.312
C9 -2.441 0.991 6.055
H9 1.238 -0.462 2.417
H10 2.238 0.050 3.816
H11 1.353 1.252 3.135
H12 -3.091 1.516 5.364
H13 -1.897 1.630 6.750
H14 -2.982 0.293 6.688
C10 -0.013 -1.233 -2.045
O14 -0.367 -2.558 -1.707
C11 -0.273 -3.558 -2.580
O15 -0.027 -3.473 -3.752
O16 -0.515 -4.678 -1.899
C12 -0.450 -5.881 -2.671
H15 -0.431 -0.496 -1.370
H16 -0.441 -1.069 -3.040
H17 1.067 -1.128 -2.146
H18 -1.212 -5.822 -3.452
H19 -0.726 -6.731 -2.057
H20 0.524 -5.979 -3.142
C13 -2.490 0.785 -5.450
O17 -1.104 0.694 -5.220
C14 -0.561 1.360 -4.227
O18 -1.189 1.975 -3.382
O19 0.735 1.217 -4.265
C15 1.432 1.888 -3.206
H21 -2.881 1.744 -5.115
H22 -3.056 0.002 -4.935
H23 -2.723 0.599 -6.495
H24 1.243 2.960 -3.261
H25 2.504 1.759 -3.320
H26 1.151 1.533 -2.216

LUMO level ... -3.892 eV
M ... 591.79 g mol⁻¹
Net charge ... +1
Calculated total energy ... -2801.1624 Ha

***

The following is a DFT calculation (ωB97M-V/def2-TZVPD) of the ion CHCl2N2O2 with charge -1 at a distorted geometry.

CARTESIAN COORDINATES (ANGSTROEM)
O1 1.820 -0.039 -0.197
N1 0.943 -0.412 -0.962
O2 1.184 -0.787 -2.097
N2 -0.306 -0.383 -0.620
C1 -0.624 0.256 0.555
Cl1 -0.867 -0.858 2.049
Cl2 -2.175 1.068 0.423
H1 0.024 1.156 0.850

LUMO level ... 3.555 eV
M ... 143.94 g mol⁻¹
Net charge ... -1
ΔE to the lowest compared entry with this formula, charge and spin ... 0.251 eV
Calculated total energy ... -1219.0387 Ha

***

The following is a DFT calculation (ωB97M-V/def2-TZVPD) of a structure of composition C6H10LiO6 at a distorted geometry.

CARTESIAN COORDINATES (ANGSTROEM)
O1 2.356 -1.780 -0.182
C1 3.110 -0.715 -0.283
O2 2.513 0.384 -0.703
C2 1.105 0.458 -1.066
C3 0.364 1.251 -0.010
C4 -0.184 0.430 1.159
C5 -1.306 -0.519 0.789
O3 -2.470 0.275 0.498
C6 -3.459 -0.292 -0.164
O4 -3.629 -1.480 -0.315
O5 -4.247 0.658 -0.658
H1 0.719 -0.558 -1.192
H2 1.084 0.970 -2.034
H3 -0.458 1.766 -0.527
H4 1.028 2.035 0.380
H5 -0.536 1.120 1.938
H6 0.613 -0.173 1.619
H7 -1.546 -1.196 1.620
H8 -1.068 -1.130 -0.090
H9 -5.014 0.242 -1.073
Li1 3.936 1.343 -0.226
O6 4.231 -0.635 0.198
H10 2.860 -2.454 0.322

LUMO level ... -4.177 eV
M ... 185.08 g mol⁻¹
Net charge ... +1
ΔE to the lowest compared entry with this formula, charge and spin ... 0.000 eV
Calculated total energy ... -693.4528 Ha

***

The following is a DFT calculation (ωB97M-V/def2-TZVPD) of the molecule C16H18N2O5 at a distorted geometry.

CARTESIAN COORDINATES (ANGSTROEM)
C1 -6.304 -0.705 1.243
C2 -5.363 -1.300 0.198
C3 -4.842 -2.668 0.632
N1 -4.250 -0.404 -0.037
C4 -4.003 0.192 -1.212
O1 -4.665 0.044 -2.218
C5 -2.752 1.070 -1.195
O2 -2.452 1.486 0.124
C6 -1.260 2.213 0.235
C7 -0.010 1.404 0.072
C8 1.318 1.876 0.212
C9 2.093 0.766 -0.023
C10 3.527 0.556 -0.034
C11 4.398 1.613 0.220
C12 5.777 1.439 0.217
C13 6.250 0.175 -0.048
C14 5.381 -0.891 -0.304
C15 4.022 -0.732 -0.304
O3 6.113 -2.023 -0.534
C16 7.467 -1.643 -0.417
O4 7.540 -0.265 -0.112
O5 1.280 -0.274 -0.283
N2 -0.008 0.130 -0.223
H1 -5.788 -0.591 2.194
H2 -7.162 -1.355 1.389
H3 -6.657 0.271 0.919
H4 -5.882 -1.387 -0.763
H5 -4.164 -3.068 -0.117
H6 -4.307 -2.586 1.577
H7 -5.668 -3.361 0.760
H8 -3.637 -0.186 0.734
H9 -2.920 1.936 -1.850
H10 -1.927 0.473 -1.607
H11 -1.237 3.041 -0.493
H12 -1.270 2.646 1.241
H13 1.626 2.871 0.450
H14 3.998 2.593 0.425
H15 6.451 2.255 0.413
H16 3.353 -1.552 -0.501
H17 7.947 -2.223 0.387
H18 7.989 -1.837 -1.367

LUMO level ... 0.424 eV
M ... 318.33 g mol⁻¹
ΔE to the lowest compared entry with this formula, charge and spin ... 2.609 eV
Calculated total energy ... -1106.1597 Ha

***

The following is a DFT calculation (ωB97M-V/def2-TZVPD) of a structure of composition C29H42F6HfNO20 at a distorted geometry.

CARTESIAN COORDINATES (ANGSTROEM)
Hf1 19.403 4.167 -25.573
C1 17.449 1.233 -26.812
O1 18.287 0.843 -27.990
O2 17.850 2.469 -26.318
C2 15.992 0.930 -27.124
F1 15.489 0.696 -25.930
F2 15.320 1.907 -27.742
F3 15.785 -0.160 -27.864
C3 18.071 1.584 -29.272
C4 18.838 0.915 -30.365
H1 19.774 1.473 -30.326
H2 18.842 -0.164 -30.211
H3 18.324 1.119 -31.304
H4 18.497 2.586 -29.310
H5 17.045 1.648 -29.632
H6 17.873 0.502 -26.124
N1 16.296 6.016 -25.732
O3 16.320 7.198 -26.093
O4 17.280 5.318 -25.943
O5 15.389 5.652 -25.049
O6 20.646 5.264 -29.662
C5 20.330 4.924 -28.416
O7 21.036 4.865 -27.435
O8 19.183 4.593 -28.002
H7 21.600 5.345 -29.592
O9 19.688 6.631 -25.532
C6 20.327 7.679 -25.313
O10 19.730 8.801 -24.878
C7 20.771 9.761 -24.500
C8 22.063 8.905 -24.293
C9 21.838 7.780 -25.273
H8 20.461 10.379 -23.657
H9 20.803 10.448 -25.346
H10 22.236 8.654 -23.246
H11 22.936 9.535 -24.464
H12 22.435 6.921 -24.969
H13 22.174 8.117 -26.254
O11 15.467 6.848 -28.924
C10 15.122 5.710 -29.155
O12 13.831 5.282 -28.891
C11 13.511 4.040 -29.567
C12 14.759 3.759 -30.396
C13 15.907 4.644 -29.831
H14 12.667 4.041 -30.257
H15 13.482 3.161 -28.923
H16 14.555 3.970 -31.446
H17 15.111 2.729 -30.328
H18 16.593 5.117 -30.534
H19 16.461 4.053 -29.101
O13 18.264 8.675 -28.081
C14 19.259 8.628 -28.737
O14 20.435 8.366 -28.146
C15 21.492 8.456 -29.160
C16 20.864 8.396 -30.560
C17 19.457 8.894 -30.201
H20 22.144 7.604 -28.970
H21 22.064 9.346 -28.899
H22 20.736 7.438 -31.064
H23 21.406 9.079 -31.214
H24 18.750 8.394 -30.863
H25 19.427 9.977 -30.318
O15 20.805 2.290 -26.319
C18 21.453 1.283 -26.632
O16 21.617 0.886 -27.897
C19 22.618 -0.132 -27.984
C20 23.139 -0.404 -26.575
C21 22.212 0.413 -25.660
H26 23.440 0.108 -28.659
H27 22.088 -0.951 -28.469
H28 24.173 -0.073 -26.482
H29 23.090 -1.472 -26.362
H30 22.767 0.861 -24.836
H31 21.549 -0.284 -25.147
O17 16.803 7.003 -33.278
C22 17.366 5.936 -33.360
O18 16.866 4.685 -33.715
C23 17.767 3.606 -33.729
C24 19.128 4.330 -33.648
C25 18.849 5.680 -33.018
H32 17.757 3.094 -34.691
H33 17.608 2.876 -32.935
H34 19.642 4.349 -34.609
H35 19.681 3.707 -32.945
H36 19.555 6.494 -33.186
H37 18.978 5.554 -31.943
C26 27.783 7.282 -28.461
C27 26.336 6.785 -28.015
O19 26.149 5.288 -28.075
C28 25.038 4.800 -28.581
O20 24.001 5.489 -28.829
C29 25.122 3.326 -28.881
F4 26.420 2.847 -28.935
F5 24.484 2.742 -27.878
F6 24.413 3.033 -29.937
H38 27.877 7.261 -29.547
H39 28.556 6.727 -27.929
H40 27.902 8.353 -28.297
H41 25.598 7.354 -28.581
H42 26.234 7.080 -26.971

<S²> ... 0.752
LUMO level (alpha / beta) ... -1.780 / -1.806 eV
M ... 1017.12 g mol⁻¹
Spin multiplicity ... 2
Calculated total energy ... -3336.7642 Ha

***

The following is a DFT calculation (ωB97M-V/def2-TZVPD) of the molecule C9H20NO4P at a distorted geometry.

CARTESIAN COORDINATES (ANGSTROEM)
C1 -1.469 1.687 -2.501
C2 -0.466 1.925 -1.330
P1 -0.963 0.704 -0.010
O1 -2.157 -0.146 -0.374
C3 -1.520 1.791 1.351
C4 -2.134 1.012 2.520
C5 0.366 -0.548 0.714
O2 1.228 0.172 1.663
N1 2.022 1.164 1.175
O3 2.941 1.458 1.845
O4 1.676 1.640 0.128
C6 1.029 -1.685 -0.174
C7 0.002 -2.760 -0.160
C8 1.101 -1.232 -1.635
C9 2.431 -2.022 0.347
H1 -1.298 2.300 -3.307
H2 -1.485 0.638 -2.700
H3 -2.447 1.716 -1.999
H4 -0.495 2.973 -0.898
H5 0.469 1.816 -1.840
H6 -0.741 2.392 1.867
H7 -2.127 2.533 0.822
H8 -1.524 0.068 2.417
H9 -1.827 1.578 3.394
H10 -3.136 0.999 2.267
H11 -0.445 -0.989 1.333
H12 0.512 -3.727 -0.490
H13 -0.371 -3.091 0.760
H14 -0.946 -2.377 -0.658
H15 0.240 -0.667 -1.836
H16 1.016 -2.196 -2.128
H17 1.951 -0.656 -1.800
H18 2.604 -2.863 1.043
H19 2.968 -2.482 -0.529
H20 2.994 -1.124 0.726

LUMO level ... 0.324 eV
M ... 237.24 g mol⁻¹
ΔE to the lowest compared entry with this formula, charge and spin ... 3.316 eV
Calculated total energy ... -1051.8000 Ha